DFT (ωB97M-V/def2-TZVPD) results for a cluster of 4 separate species, C38H67N4O5S in total.

Structure (XYZ):
```
115
Properties=species:S:1:pos:R:3:forces:R:3:mulliken_charge:R:1
C 5.718002 -3.032156 2.497484 -0.6 0.0 -0.1 -0.660
C 7.331813 -2.932517 2.781749 -0.1 0.0 0.2 -0.549
C 8.220097 -2.420602 1.486263 0.4 -1.0 1.0 -0.277
C 8.347053 -3.544106 0.281505 -0.7 1.0 -0.8 -0.616
C 8.433031 -2.730610 -1.174242 -0.3 -0.1 0.0 -0.401
C 7.588148 -3.488764 -2.358433 -0.4 1.0 0.1 -0.691
C 6.157854 -2.698323 -2.609305 -0.4 -0.8 0.0 -0.620
C 5.219980 -2.559657 -1.269962 -1.1 -0.4 -0.6 0.316
C 4.118928 -1.307629 -1.402732 0.4 -1.1 1.2 -0.339
C 4.694223 0.125298 -0.852004 1.0 -0.5 0.0 0.345
C 4.966342 1.256941 -2.006691 -0.2 1.2 0.7 -0.651
C 3.776544 1.411902 -3.124121 0.9 0.0 -0.5 -0.704
C 2.284975 1.719132 -2.512456 0.9 1.6 -1.2 -0.076
N 1.249744 0.856466 -3.264644 -2.4 1.4 2.2 0.146
C 0.366366 1.746125 -4.121962 -2.0 2.1 -3.3 -0.199
C 0.578081 1.689398 -5.750665 -2.2 2.1 1.0 -0.439
C -0.296277 2.620858 -6.820378 -0.6 0.2 5.1 -0.430
C -1.409580 3.639914 -6.160096 2.3 -2.3 1.6 -0.312
C -1.667472 3.730216 -4.539043 2.9 -2.6 -1.7 -0.413
C -0.767845 2.801687 -3.528596 0.7 -0.9 -3.4 0.588
S -0.935194 2.807608 -1.625863 0.3 -2.0 -1.7 -0.230
C -0.641730 0.969425 -1.194288 1.2 -3.9 0.0 0.606
C -1.410674 0.184991 0.024130 2.4 -1.9 -2.0 -0.589
C -1.097435 -1.420381 0.333055 1.9 1.2 -2.9 0.453
C -1.771509 -2.286986 1.550671 -0.6 -3.9 5.4 0.200
O -3.023688 -2.176274 2.006667 5.7 0.7 -3.1 -0.587
O -0.885560 -3.267803 2.261812 -3.5 5.2 -4.6 -0.711
C -0.026073 -2.234333 -0.646586 -0.7 4.7 -0.6 -0.583
C 0.722021 -1.408300 -1.854872 -2.2 1.5 1.8 -0.429
C 0.459934 0.187431 -2.140587 -2.5 -2.9 2.7 -0.248
H 5.407727 -3.967999 1.833063 0.9 2.0 1.3 0.224
H 5.291569 -2.067787 1.947583 1.1 -2.0 1.1 0.048
H 5.093612 -3.126163 3.495379 1.5 0.2 -1.9 0.346
H 7.727078 -3.978888 3.190313 -0.8 2.2 -1.0 0.254
H 7.514694 -2.158863 3.647198 -0.4 -1.4 -1.7 0.307
H 7.761488 -1.406576 1.114243 0.9 -2.0 0.6 -0.011
H 9.318814 -2.226042 1.908084 -2.3 -0.2 -1.0 0.352
H 9.279846 -4.244635 0.426135 -1.9 1.4 -0.2 0.378
H 7.366628 -4.215997 0.206040 2.1 1.4 0.4 0.224
H 9.535081 -2.568954 -1.535378 -2.0 -0.3 0.9 0.461
H 7.937612 -1.654246 -1.045124 1.2 -2.3 -0.2 0.082
H 8.202290 -3.400336 -3.351655 -1.2 -0.6 1.8 0.269
H 7.354195 -4.614137 -2.063470 0.6 2.3 -0.8 0.314
H 6.284982 -1.642427 -3.105745 0.1 -2.0 1.0 0.222
H 5.553095 -3.363150 -3.380688 1.1 1.5 1.4 0.333
H 5.803987 -2.517170 -0.256570 -1.0 0.1 -2.1 -0.642
H 4.541836 -3.541720 -1.240234 1.6 2.0 0.1 0.324
H 3.235600 -1.616451 -0.661415 1.7 0.7 -2.0 0.203
H 3.781202 -1.312802 -2.523829 0.4 0.3 2.3 0.081
H 5.757498 -0.110267 -0.362998 -2.2 0.6 -0.9 -0.233
H 4.023041 0.500141 0.050849 1.3 -0.6 -2.2 0.120
H 5.037786 2.304864 -1.439364 -0.1 -2.2 -1.1 0.131
H 6.042894 1.113937 -2.502443 -2.5 0.1 0.9 0.264
H 3.780791 0.451108 -3.820838 -0.3 2.0 1.6 0.234
H 4.074308 2.312733 -3.848560 -0.6 -1.9 1.6 0.345
H 2.190932 1.609679 -1.351179 0.3 0.0 -2.3 0.234
H 2.022061 2.838348 -2.834063 0.7 -2.3 1.1 0.392
H 1.404253 0.969191 -6.206375 -2.0 1.6 1.3 0.256
H -0.089226 2.530561 -7.982832 -0.6 0.3 2.8 0.268
H -2.022073 4.307778 -6.922424 1.3 -1.5 2.0 0.240
H -2.491438 4.462483 -4.140902 1.9 -1.7 -0.7 0.275
H -2.168340 0.762582 0.713127 1.7 -1.3 -1.6 0.272
H 0.211682 -3.365245 -0.450497 -0.6 2.6 -0.3 0.311
H 1.496320 -1.975970 -2.563973 -2.0 1.5 1.7 0.232
C -5.561235 -2.414942 0.610656 0.2 0.0 -0.1 -1.466
C -6.328603 -1.545436 -0.382498 -0.2 -0.5 0.4 0.628
C -7.625948 -0.941343 0.202196 0.0 0.0 -0.5 -0.796
O -8.714635 -1.864598 0.294383 0.3 0.3 0.3 -0.363
C -8.682103 -2.695666 1.444595 -0.2 -0.2 -0.3 -0.798
N -6.597474 -2.330579 -1.595912 -0.5 0.2 -0.1 -0.772
H -6.022610 -3.395195 0.757742 -0.1 0.1 -0.1 0.160
H -4.541141 -2.595915 0.248853 -0.4 0.1 0.2 0.280
H -5.484039 -1.922671 1.585531 0.1 -0.1 -0.2 0.360
H -5.670932 -0.710512 -0.653100 -0.1 0.0 0.0 0.431
H -7.966732 -0.153622 -0.481169 -0.1 -0.1 0.0 0.364
H -7.445439 -0.455151 1.167844 0.1 -0.2 0.1 0.444
H -8.271681 -2.179357 2.317262 0.1 0.0 -0.1 0.322
H -8.112744 -3.602731 1.233850 0.1 0.0 0.2 0.308
H -9.707808 -2.997920 1.673056 0.0 0.1 -0.1 0.287
H -7.025609 -1.718074 -2.292018 0.2 -0.1 0.0 0.279
H -7.343968 -2.994640 -1.368801 0.3 0.1 0.0 0.340
C -10.986954 0.210860 1.479924 0.0 -0.2 -0.2 -1.288
C -12.237789 1.073515 1.629894 0.4 0.1 0.3 0.506
C -11.938712 2.589657 1.671909 -0.4 0.0 0.2 -0.741
O -11.422460 3.052413 2.923100 0.0 -0.1 -0.6 -0.406
C -10.026387 2.857029 3.089017 -0.1 0.1 0.4 -0.640
N -12.979234 0.636039 2.821527 -0.1 0.4 0.1 -0.760
H -10.414165 0.133096 2.407966 -0.1 0.1 -0.1 0.152
H -11.262244 -0.811342 1.190853 0.1 0.3 0.1 0.383
H -10.326941 0.608263 0.702027 0.0 -0.1 0.1 0.237
H -12.863839 0.886974 0.748917 0.0 0.1 0.1 0.406
H -12.887272 3.122602 1.531095 0.1 0.0 0.1 0.364
H -11.287261 2.895717 0.845240 0.2 -0.1 0.0 0.390
H -9.478190 2.966015 2.148713 -0.1 -0.1 0.0 0.292
H -9.836450 1.877425 3.531342 0.2 0.0 -0.1 0.239
H -9.660148 3.610675 3.791519 -0.1 0.0 -0.1 0.262
H -13.860382 1.150624 2.864047 0.1 -0.2 0.0 0.274
H -12.464308 0.973530 3.640527 -0.1 -0.2 -0.3 0.315
C 5.452582 3.295747 4.518176 0.0 0.1 0.3 -1.441
C 6.449335 2.999015 3.400283 -0.4 -0.1 -0.1 0.275
C 6.114044 3.713131 2.070803 0.2 -0.3 -0.2 -0.773
O 5.047465 3.110212 1.332536 0.4 0.6 0.3 -0.176
C 3.749242 3.486681 1.765676 -0.1 -0.4 -0.2 -0.714
N 6.546748 1.543083 3.221711 0.0 0.1 -0.4 -0.640
H 4.509373 2.756287 4.396786 0.1 0.1 -0.1 0.279
H 5.867766 2.993819 5.488077 -0.1 0.0 -0.2 0.357
H 5.230576 4.366478 4.572206 0.0 -0.1 0.0 0.354
H 7.426020 3.369560 3.734407 0.0 0.0 -0.2 0.442
H 6.995631 3.644088 1.421448 -0.2 -0.1 0.0 0.320
H 5.926006 4.782204 2.223011 -0.2 0.0 0.1 0.417
H 3.712947 4.523104 2.113641 0.1 0.0 0.1 0.372
H 3.405345 2.808029 2.548312 -0.1 0.2 0.1 0.271
H 3.066184 3.382918 0.918158 0.1 0.0 0.0 0.132
H 7.282272 1.346889 2.540874 -0.1 0.0 0.2 0.238
H 5.691977 1.237487 2.746540 0.2 0.0 0.2 0.284
```
Positions in Å, forces in eV/Å.

Values from the calculation:
Charge ... -1
E_LUMO ... 1.804 eV
Energy relative to the best compared isomer or geometry (same formula, charge and spin) ... 1178.4 kJ/mol
E ... -2480.69876 a.u.